No. 1
Below is C3H5NOS2 as an isolated structure, with properties calculated with wB97M-V/def2-TZVPD.

The geometry in XYZ format:
```
12
C3H5NOS2 | the OMol25 dataset | wB97M-V/def2-TZVPD
C -0.349 -0.693 -0.536
C -1.520 -0.110 -0.406
C 1.044 0.655 0.718
N 0.842 -0.391 0.098
O 3.449 -1.966 0.279
S 1.120 -3.561 0.006
S 2.276 -2.163 -0.518
H -0.175 -1.638 -1.127
H -1.734 0.663 0.288
H -2.249 -0.417 -0.992
H 1.923 0.895 1.302
H 0.170 1.278 0.791
```

Computed properties:
- Multiplicity: 3
- Frontier orbital gap (alpha / beta): 6.43 / 6.64 eV
- HOMO energy (alpha / beta): -6.63 / -9.56 eV
- Relative energy (zero: lowest compared OMol25 entry of this formula, charge and spin): 2.143 eV
- Energy: -28394.6548 eV

Mulliken atomic charge list, values in e, 5 entries: atom 1 (C): 0.537, atom 2 (C): -1.025, atom 3 (C): -0.278, atom 4 (N): -0.243, atom 5 (O): -0.484

---

No. 2
Below is one molecule with the formula C3H5NS, with properties calculated with wB97M-V/def2-TZVPD.

The geometry in XYZ format:
```
10
C3H5NS | the OMol25 dataset | wB97M-V/def2-TZVPD
C 1.080 -0.045 0.011
C -0.141 0.949 -0.060
C -1.029 -0.184 -0.066
H -0.323 1.771 -0.855
H -0.159 1.575 1.043
H -1.654 -0.389 0.851
H -1.424 -0.590 -0.936
H 0.557 -2.088 0.071
N 0.279 -1.002 -0.020
S 2.814 0.004 -0.039
```

Computed properties:
- Multiplicity: 1
- SMILES string: S=C1CCN1
- Frontier orbital gap: 8.72 eV
- HOMO energy: -8.05 eV
- Relative energy (zero: lowest compared OMol25 entry of this formula, charge and spin): 2.025 eV
- Energy: -15514.8475 eV

Mulliken atomic charge list, values in e, 5 entries: atom 1 (C): -0.035, atom 2 (C): -0.455, atom 3 (C): -0.249, atom 4 (H): 0.289, atom 5 (H): 0.193

---

No. 3
Below is C3H5NS as an isolated structure, with properties calculated with wB97M-V/def2-TZVPD.

The geometry in XYZ format:
```
10
C3H5NS | the OMol25 dataset | wB97M-V/def2-TZVPD
C -0.139 1.023 0.099
C 0.118 -0.255 -0.544
C -0.978 -1.230 -0.235
H 0.508 1.729 -0.257
H -0.338 1.020 1.332
H -1.011 1.714 -0.302
H 0.047 -0.271 -1.443
H 1.591 -0.112 1.250
N -1.495 -2.242 0.161
S 1.697 -1.375 -0.063
```

Computed properties:
- Multiplicity: 1
- Frontier orbital gap: 8.90 eV
- HOMO energy: -9.63 eV
- Relative energy (zero: lowest compared OMol25 entry of this formula, charge and spin): 4.424 eV
- Energy: -15512.4484 eV

Mulliken atomic charge list, values in e, 5 entries: atom 1 (C): -1.234, atom 2 (C): 0.046, atom 3 (C): 0.272, atom 4 (H): 0.430, atom 5 (H): 0.301

---

No. 4
Below is one molecule with the formula C3H5NS2, with properties calculated with wB97M-V/def2-TZVPD.

The geometry in XYZ format:
```
11
C3H5NS2 | the OMol25 dataset | wB97M-V/def2-TZVPD
C -0.012 -1.002 0.713
C -0.212 0.499 0.993
C -0.132 0.912 -1.643
N 0.711 -1.202 -0.531
S -1.144 1.291 -0.325
S 0.783 -0.454 -1.814
H 0.746 -1.467 1.484
H -0.960 -1.609 0.521
H -0.741 0.494 2.049
H 0.849 1.001 1.055
H 0.113 1.537 -2.502
```

Computed properties:
- Multiplicity: 1
- Frontier orbital gap: 7.85 eV
- HOMO energy: -7.68 eV
- Relative energy (zero: lowest compared OMol25 entry of this formula, charge and spin): 3.004 eV
- Energy: -26349.7291 eV

Mulliken atomic charge list, values in e, 5 entries: atom 1 (C): -0.346, atom 2 (C): -0.488, atom 3 (C): -0.329, atom 4 (N): -0.346, atom 5 (S): -0.127

---

No. 5
Below is one molecule with the formula C3H5NS3, with properties calculated with wB97M-V/def2-TZVPD.

The geometry in XYZ format:
```
12
C3H5NS3 | the OMol25 dataset | wB97M-V/def2-TZVPD
C -0.275 -0.963 -0.178
C -1.458 -0.309 0.432
C 0.369 1.331 -0.106
H 2.759 0.326 -0.934
H 0.050 -1.700 0.496
H -0.688 -1.468 -1.192
H -1.454 -0.523 1.437
H -2.434 -0.807 0.188
N 0.801 0.132 -0.332
S 2.448 -0.197 0.152
S -1.499 1.550 -0.082
S 1.380 2.628 0.118
```

Computed properties:
- Multiplicity: 1
- SMILES string: S=C1SCCN1S
- Frontier orbital gap: 8.31 eV
- HOMO energy: -8.07 eV
- Relative energy (zero: lowest compared OMol25 entry of this formula, charge and spin): 1.689 eV
- Energy: -37185.7695 eV

Mulliken atomic charge list, values in e, 5 entries: atom 1 (C): -0.383, atom 2 (C): -0.661, atom 3 (C): 0.290, atom 4 (H): 0.148, atom 5 (H): 0.277

---

No. 6
Below is one molecule with the formula C3H5NS3, with properties calculated with wB97M-V/def2-TZVPD.

The geometry in XYZ format:
```
12
C3H5NS3 | the OMol25 dataset | wB97M-V/def2-TZVPD
C -1.742 0.360 -0.182
C -0.654 -0.680 0.106
C 1.872 -0.439 0.189
H 0.006 1.951 0.530
H -0.672 -0.469 1.203
H -0.880 -1.609 -0.412
H 0.821 0.279 -1.539
H 1.852 -0.888 1.266
N 0.683 -0.385 -0.473
S -1.391 1.965 -0.107
S -3.178 -0.490 -0.280
S 3.283 0.405 -0.300
```

Computed properties:
- Multiplicity: 1
- SMILES string: S=CNCC(=S)S
- Frontier orbital gap: 7.74 eV
- HOMO energy: -8.67 eV
- Relative energy (zero: lowest compared OMol25 entry of this formula, charge and spin): 2.720 eV
- Energy: -37184.7388 eV

Mulliken atomic charge list, values in e, 5 entries: atom 1 (C): 0.295, atom 2 (C): -0.831, atom 3 (C): -0.146, atom 4 (H): 0.204, atom 5 (H): 0.426

---

No. 7
Below is C3H5NS3 as an isolated structure, with properties calculated with wB97M-V/def2-TZVPD.

The geometry in XYZ format:
```
12
C3H5NS3 | the OMol25 dataset | wB97M-V/def2-TZVPD
C 1.258 1.605 -0.093
C -0.206 1.569 -0.574
C -0.220 -1.076 0.157
H 1.669 2.578 -0.207
H 1.396 1.315 0.920
H 1.959 0.901 -0.660
H 0.833 -0.837 0.138
H -1.749 -3.973 1.004
N -0.509 -2.258 0.467
S -0.957 2.791 -1.343
S -1.336 0.179 -0.352
S -2.139 -2.794 0.543
```

Computed properties:
- Multiplicity: 1
- Frontier orbital gap: 8.26 eV
- HOMO energy: -8.83 eV
- Relative energy (zero: lowest compared OMol25 entry of this formula, charge and spin): 1.173 eV
- Energy: -37186.2865 eV

Mulliken atomic charge list, values in e, 5 entries: atom 1 (C): -1.263, atom 2 (C): 0.454, atom 3 (C): 0.034, atom 4 (H): 0.347, atom 5 (H): 0.396

---

No. 8
Below is one molecule with the formula C3H5NS3, with properties calculated with wB97M-V/def2-TZVPD.

The geometry in XYZ format:
```
12
C3H5NS3 | the OMol25 dataset | wB97M-V/def2-TZVPD
C -1.686 0.227 -0.074
C -0.513 -0.718 0.161
C 1.770 -0.130 0.193
H -0.082 2.041 0.004
H -0.246 -0.812 1.212
H -0.804 -1.733 -0.141
H 0.657 -0.287 -1.551
H 1.607 -0.359 1.255
N 0.670 -0.346 -0.513
S -1.421 1.933 -0.073
S -3.212 -0.294 -0.239
S 3.262 0.477 -0.235
```

Computed properties:
- Multiplicity: 1
- SMILES string: S=CNCC(=S)S
- Frontier orbital gap: 7.95 eV
- HOMO energy: -8.73 eV
- Relative energy (zero: lowest compared OMol25 entry of this formula, charge and spin): 0.455 eV
- Energy: -37187.0041 eV

Mulliken atomic charge list, values in e, 5 entries: atom 1 (C): 0.219, atom 2 (C): -0.506, atom 3 (C): -0.112, atom 4 (H): 0.139, atom 5 (H): 0.258

---

No. 9
Below is one molecule with the formula C3H5NS4, with properties calculated with wB97M-V/def2-TZVPD.

The geometry in XYZ format:
```
13
C3H5NS4 | the OMol25 dataset | wB97M-V/def2-TZVPD
C -0.189 -1.188 1.171
C 0.246 -0.317 -1.517
C 0.648 2.435 -0.959
H -1.796 -1.913 1.825
H -0.887 -1.702 3.179
H 0.210 -0.956 -2.454
H 1.283 -0.580 -1.215
H 1.238 2.058 -0.187
N -0.874 -1.885 2.096
S 1.325 -0.189 1.366
S -0.954 -1.146 -0.357
S -0.160 1.345 -2.192
S -0.091 4.038 -0.754
```

Computed properties:
- Multiplicity: 1
- Frontier orbital gap: 7.73 eV
- HOMO energy: -8.58 eV
- Relative energy (zero: lowest compared OMol25 entry of this formula, charge and spin): 2.056 eV
- Energy: -48020.5477 eV

Mulliken atomic charge list, values in e, 5 entries: atom 1 (C): 0.407, atom 2 (C): -0.782, atom 3 (C): -0.179, atom 4 (H): 0.221, atom 5 (H): 0.302

---

No. 10
Below is one molecule with the formula C3H5NS4, with properties calculated with wB97M-V/def2-TZVPD.

The geometry in XYZ format:
```
13
C3H5NS4 | the OMol25 dataset | wB97M-V/def2-TZVPD
C -2.044 -1.666 0.764
C -0.466 1.071 -0.357
C 2.269 0.861 -0.474
H -1.904 -2.504 1.419
H -0.195 -2.212 0.033
H -1.305 1.303 0.308
H -0.375 1.873 -1.111
H 1.935 0.855 -1.530
N -0.998 -1.564 -0.108
S -3.356 -0.714 0.859
S -0.844 -0.398 -1.330
S 0.998 0.996 0.704
S 3.844 0.744 -0.106
```

Computed properties:
- Multiplicity: 1
- SMILES string: S=CNSCSC=S
- Frontier orbital gap: 8.42 eV
- HOMO energy: -8.91 eV
- Relative energy (zero: lowest compared OMol25 entry of this formula, charge and spin): 0.596 eV
- Energy: -48022.0078 eV

Mulliken atomic charge list, values in e, 5 entries: atom 1 (C): -0.112, atom 2 (C): -0.689, atom 3 (C): -0.137, atom 4 (H): 0.314, atom 5 (H): 0.297

---

No. 11
Below is a 2-piece molecular cluster, C3H5O2S overall, with properties calculated with wB97M-V/def2-TZVPD.

The geometry in XYZ format:
```
11
C3H5O2S | the OMol25 dataset | wB97M-V/def2-TZVPD
C 1.004 0.221 0.008
C 1.689 -0.466 -0.867
C -0.574 0.229 0.294
O 4.707 -1.107 0.271
O 3.814 1.221 0.589
S 4.092 0.062 -0.354
H 1.460 0.924 0.754
H 1.282 -1.380 -1.471
H -0.547 -0.176 1.349
H -0.798 1.330 0.358
H -1.025 -0.345 -0.422
```

Computed properties:
- Multiplicity: 1
- Frontier orbital gap (alpha / beta): 6.88 / 6.88 eV
- HOMO energy (alpha / beta): -2.85 / -2.85 eV
- Charge: -1
- Relative energy (zero: lowest compared OMol25 entry of this formula, charge and spin): 3.390 eV
- Energy: -18120.6381 eV

Mulliken atomic charge list, values in e, 5 entries: atom 1 (C): 0.116, atom 2 (C): -0.671, atom 3 (C): -1.083, atom 4 (O): -0.522, atom 5 (O): -0.568

---

No. 12
Below is a 2-piece molecular cluster, C3H5O2S2 overall, with properties calculated with wB97M-V/def2-TZVPD.

The geometry in XYZ format:
```
12
C3H5O2S2 | the OMol25 dataset | wB97M-V/def2-TZVPD
C 0.552 -0.175 -1.020
C 1.365 1.252 -1.140
O 2.595 1.173 -0.737
O 0.595 2.206 -1.421
C -0.366 -0.203 0.230
S -1.229 -1.739 0.441
S -2.230 -0.237 3.382
H 1.340 -0.919 -0.802
H -0.003 -0.380 -1.866
H -1.059 0.595 0.178
H 0.289 -0.085 1.021
H -1.848 -1.489 1.734
```

Computed properties:
- Multiplicity: 1
- Frontier orbital gap: 3.64 eV
- HOMO energy: -4.53 eV
- Charge: -1
- Relative energy (zero: lowest compared OMol25 entry of this formula, charge and spin): 4.373 eV
- Energy: -28955.0385 eV

Mulliken atomic charge list, values in e, 5 entries: atom 1 (C): -0.857, atom 2 (C): 0.491, atom 3 (O): -0.711, atom 4 (O): -0.677, atom 5 (C): -0.665